1.
{
  "formula": "C41H54As2BN13OSW",
  "method": "ωB97M-V/def2-TZVPD",
  "lumo_energy_ev": [-8.30, -8.50],
  "e_tot_ha": -7342.8363,
  "de_lowest_kcal_mol": 19.6,
  "homo_energy_ev": [-15.004, -15.266],
  "s_squared": 0.761,
  "gap_ev": [6.701, 6.762],
  "spin_multiplicity": 2,
  "total_charge": 3,
  "symbols": ["W", "C", "C", "C", "C", "N", "N", "B", "N", "C", "C", "C", "C", "N", "N", "C", "C", "C", "C", "N", "N", "C", "C", "C", "C", "N", "H", "H", "H", "H", "H", "H", "H", "H", "H", "H", "H", "H", "H", "H", "H", "H", "H", "H", "H", "H", "S", "C", "C", "C", "C", "C", "C", "As", "C", "C", "C", "C", "C", "C", "C", "C", "C", "C", "C", "C", "H", "H", "H", "H", "H", "H", "H", "H", "H", "H", "H", "H", "H", "H", "C", "N", "C", "C", "N", "N", "C", "N", "N", "H", "H", "H", "H", "H", "H", "H", "H", "H", "H", "H", "C", "As", "C", "C", "O", "H", "H", "H", "H", "H", "H", "H", "H", "H"],
  "coordinates": [[0.0996, -0.0392, -0.1001], [-3.7448, 0.5291, -0.1700], [-2.9570, 0.3132, 1.0807], [-3.5055, 0.1643, 2.3530], [-2.4336, 0.1821, 3.2180], [-1.3031, 0.2939, 2.5076], [-1.6160, 0.3809, 1.1828], [0.0416, 0.8779, 3.0898], [0.2488, 2.1842, 2.3115], [0.4540, 3.4102, 2.7915], [0.5591, 4.2761, 1.7319], [0.4124, 3.4924, 0.5926], [0.2625, 4.1358, -0.7494], [0.2689, 2.1832, 0.9439], [1.2614, 0.0031, 2.7715], [2.3217, -0.3075, 3.5254], [3.0204, -1.3100, 2.8696], [2.4077, -1.4623, 1.6383], [2.8836, -2.3978, 0.5830], [1.3711, -0.5901, 1.5513], [-0.1472, 1.0524, 4.5660], [-0.8904, 1.9679, 5.2563], [-1.0624, 1.5064, 6.5269], [-0.4048, 0.2502, 6.5527], [-0.2667, -0.6903, 7.7012], [0.1214, -0.0231, 5.3733], [-4.5785, 1.1915, 0.0612], [-4.1688, -0.4001, -0.5535], [-3.1481, 1.0029, -0.9428], [-4.5514, 0.1289, 2.6067], [-2.4078, 0.1572, 4.2959], [0.5059, 3.5879, 3.8515], [0.6823, 5.3450, 1.7617], [0.6333, 5.1559, -0.6754], [-0.7948, 4.2068, -1.0261], [0.8352, 3.6653, -1.5389], [2.2406, -0.1546, 4.5903], [3.9289, -1.7927, 3.1862], [3.5234, -3.1432, 1.0537], [3.4913, -1.8869, -0.1627], [2.0660, -2.8956, 0.0688], [-1.2767, 2.8606, 4.7924], [-1.5803, 1.9952, 7.3347], [0.3060, -0.2311, 8.5070], [0.2441, -1.5988, 7.3890], [-1.2432, -0.9544, 8.1069], [0.9954, -1.4313, -1.8907], [2.6648, -1.2246, -2.4308], [3.1655, -2.1449, -3.3482], [4.4459, -1.9767, -3.8523], [5.2284, -0.8948, -3.4615], [4.7279, 0.0229, -2.5522], [3.4516, -0.1613, -2.0254], [2.6756, 1.0547, -0.7798], [3.8684, 1.1351, 0.7350], [3.5025, 1.9296, 1.8214], [4.1605, 1.7826, 3.0345], [5.3918, 1.1327, 3.0671], [5.8221, 0.4304, 1.9487], [5.0212, 0.3615, 0.8145], [3.0087, 2.7417, -1.6630], [2.8570, 2.7899, -3.0476], [3.1482, 3.9600, -3.7341], [3.5952, 5.0778, -3.0407], [3.7641, 5.0209, -1.6630], [3.4712, 3.8555, -0.9693], [2.5572, -2.9807, -3.6692], [4.8341, -2.6911, -4.5660], [6.2222, -0.7676, -3.8681], [5.3254, 0.8764, -2.2543], [2.6394, 2.5788, 1.7592], [3.8954, 2.4501, 3.8471], [5.9809, 1.1198, 3.9744], [6.7745, -0.0829, 1.9590], [5.3232, -0.2725, -0.0095], [2.5506, 1.9058, -3.5965], [3.0485, 3.9940, -4.8113], [3.8358, 5.9858, -3.5772], [4.1394, 5.8832, -1.1280], [3.6250, 3.8226, 0.1005], [-2.6622, 2.2022, -4.5239], [-1.5549, 2.2822, -3.5674], [-0.5470, 3.2814, -3.9353], [-1.2586, 1.2485, -2.7546], [-0.5862, 1.3660, -1.6354], [-1.7710, 0.0355, -3.1484], [-1.9367, -1.0530, -2.3449], [-2.6296, -2.0741, -2.8616], [-1.4950, -1.0411, -1.1274], [-3.0133, 3.2151, -4.7093], [-3.4967, 1.6400, -4.1106], [-2.3478, 1.7787, -5.4834], [-0.2526, 3.1193, -4.9743], [0.3340, 3.1873, -3.3142], [-0.9564, 4.2859, -3.8388], [-0.4485, 2.3417, -1.4233], [-2.1020, -0.0253, -4.0984], [-2.9483, -2.0722, -3.8171], [-2.6175, -2.9679, -2.3994], [-1.6758, -1.8809, -0.5878], [-2.1820, -4.3844, 0.9483], [-0.8062, -3.3576, 1.7952], [0.7087, -4.4908, 2.0694], [-1.4130, -2.8574, 3.5345], [-0.4156, -2.0814, 0.7614], [-2.4327, -5.2329, 1.5848], [-1.8177, -4.7531, -0.0095], [-3.0717, -3.7691, 0.8160], [0.4280, -5.2568, 2.7926], [1.5258, -3.8963, 2.4722], [1.0067, -4.9617, 1.1351], [-1.6060, -3.7818, 4.0807], [-2.3304, -2.2826, 3.4561], [-0.6417, -2.2786, 4.0466]],
  "lowdin_charge": [1.51, -0.01, -0.29, 0.03, -0.05, 0.04, -0.06, -0.69, 0.02, -0.03, 0.01, -0.31, -0.04, 0.00, 0.04, -0.03, 0.01, -0.34, -0.04, -0.10, -0.02, -0.09, 0.01, -0.33, -0.02, 0.11, 0.10, 0.09, 0.05, 0.13, 0.14, 0.13, 0.13, 0.11, 0.11, 0.02, 0.13, 0.13, 0.11, 0.06, 0.04, 0.13, 0.12, 0.09, 0.08, 0.09, 0.73, -0.65, -0.09, -0.03, -0.04, -0.09, -0.44, 1.37, -0.35, -0.12, -0.07, -0.04, -0.05, -0.09, -0.38, -0.14, -0.05, -0.04, -0.04, -0.09, 0.11, 0.12, 0.12, 0.12, 0.07, 0.12, 0.12, 0.12, 0.10, 0.11, 0.12, 0.12, 0.12, 0.10, -0.02, -0.12, -0.01, -0.39, 0.02, 0.19, -0.52, 0.24, -0.11, 0.11, 0.10, 0.11, 0.11, 0.04, 0.11, 0.02, 0.15, 0.14, 0.13, 0.06, -0.18, 1.08, -0.17, -0.17, -0.65, 0.06, 0.05, 0.05, 0.06, 0.04, 0.06, 0.07, 0.03, 0.04]
}

***

2.
{
  "formula": "C34H56BeN3OP2",
  "method": "ωB97M-V/def2-TZVPD",
  "lumo_energy_ev": -3.55,
  "e_tot_ha": -2265.9324,
  "de_lowest_kcal_mol": 0.0,
  "homo_energy_ev": -8.394,
  "gap_ev": 4.842,
  "total_charge": 1,
  "symbols": ["C", "C", "C", "C", "C", "H", "H", "H", "N", "P", "P", "C", "H", "H", "C", "H", "C", "C", "C", "C", "C", "H", "H", "H", "C", "H", "H", "H", "C", "H", "H", "H", "C", "H", "H", "H", "C", "H", "H", "H", "C", "H", "H", "H", "C", "H", "H", "H", "C", "H", "H", "H", "C", "H", "H", "H", "C", "H", "H", "H", "C", "H", "H", "H", "C", "H", "H", "H", "Be", "C", "O", "N", "C", "C", "C", "C", "C", "H", "H", "H", "H", "H", "H", "H", "H", "H", "C", "C", "C", "N", "C", "C", "H", "H", "H", "H", "H"],
  "coordinates": [[1.9162, 2.1381, -1.0713], [-0.2113, 2.1601, -2.1099], [2.4237, 3.0469, -1.9867], [0.2425, 3.1935, -2.9697], [1.5608, 3.5972, -2.9395], [3.4684, 3.3417, -1.9071], [-0.4814, 3.6090, -3.6730], [1.9290, 4.3427, -3.6387], [0.6525, 1.6646, -1.1487], [1.6748, 1.2739, 1.5571], [-2.0048, 0.0808, -1.5272], [2.7593, 1.6304, 0.0959], [3.2623, 0.6983, -0.2131], [3.5575, 2.3475, 0.3455], [-1.4918, 1.5889, -2.2513], [-2.1453, 2.0673, -2.9862], [-1.6608, -1.1956, -2.9771], [-3.9183, 0.2927, -1.3348], [2.6313, -0.0052, 2.6224], [1.5662, 3.0046, 2.3428], [-1.6175, -2.5862, -2.3330], [-2.5473, -2.8407, -1.8078], [-1.4510, -3.3476, -3.1104], [-0.7913, -2.6494, -1.6117], [-2.7009, -1.1180, -4.0964], [-3.7115, -1.3941, -3.7821], [-2.7206, -0.1207, -4.5513], [-2.4059, -1.8248, -4.8872], [-0.2994, -0.8620, -3.5996], [-0.0784, -1.5958, -4.3913], [-0.3050, 0.1335, -4.0598], [0.5081, -0.9044, -2.8598], [-4.5405, -1.0955, -1.1164], [-4.0872, -1.6066, -0.2550], [-5.6118, -0.9641, -0.9018], [-4.4579, -1.7476, -1.9939], [-4.1995, 1.1623, -0.1025], [-3.8307, 0.7148, 0.8242], [-3.7635, 2.1624, -0.2064], [-5.2910, 1.2786, -0.0111], [-4.5580, 1.0194, -2.5239], [-4.4227, 0.5124, -3.4824], [-5.6412, 1.0793, -2.3320], [-4.1791, 2.0438, -2.6083], [0.6477, 2.9176, 3.5725], [0.6455, 3.8964, 4.0764], [-0.3808, 2.6944, 3.2657], [0.9674, 2.1617, 4.3016], [0.9260, 3.9866, 1.3441], [1.5664, 4.1573, 0.4693], [-0.0651, 3.6451, 1.0201], [0.8009, 4.9505, 1.8645], [2.9531, 3.5526, 2.7196], [2.8600, 4.6384, 2.8753], [3.3401, 3.1216, 3.6488], [3.6951, 3.4049, 1.9260], [3.6750, -0.7017, 1.7438], [4.4697, -0.0151, 1.4198], [4.1529, -1.5056, 2.3271], [3.2045, -1.1601, 0.8649], [1.6102, -1.0541, 3.0948], [1.0689, -1.4970, 2.2491], [2.1455, -1.8645, 3.6151], [0.8783, -0.6282, 3.7944], [3.3402, 0.6045, 3.8346], [4.1548, 1.2740, 3.5319], [2.6578, 1.1341, 4.5107], [3.7948, -0.2196, 4.4080], [0.1600, 0.4850, -0.0739], [-1.1265, 0.8058, 1.1374], [-1.6181, 1.9124, 1.3443], [0.8585, -1.0051, -0.2448], [1.3669, -1.8956, -0.8243], [2.1022, -3.1783, -1.2568], [2.1253, -3.2541, -2.7828], [3.5362, -3.1598, -0.7316], [1.3783, -4.3839, -0.6644], [1.1085, -3.3170, -3.1920], [2.6250, -2.3727, -3.2074], [2.6756, -4.1447, -3.1181], [3.5449, -3.2002, 0.3652], [4.0924, -4.0399, -1.0871], [4.0745, -2.2660, -1.0732], [1.8740, -5.3175, -0.9671], [1.3998, -4.3348, 0.4334], [0.3345, -4.4317, -0.9976], [-3.0967, -2.0757, 3.5612], [-2.5091, -0.9506, 4.1407], [-1.7826, -0.0707, 3.3648], [-1.6260, -0.3049, 2.0207], [-2.0546, -1.4828, 1.4709], [-2.8417, -2.3444, 2.2162], [-3.7334, -2.7341, 4.1488], [-2.6279, -0.7278, 5.1976], [-1.3448, 0.8452, 3.7503], [-1.7683, -1.6551, 0.4314], [-3.2625, -3.2214, 1.7303]],
  "lowdin_charge": [-0.33, -0.33, -0.07, -0.03, -0.06, 0.11, 0.12, 0.11, 0.04, 1.20, 1.10, -0.24, 0.08, 0.08, -0.28, 0.06, -0.65, -0.65, -0.65, -0.65, -0.11, 0.07, 0.09, 0.03, -0.10, 0.06, 0.09, 0.09, -0.10, 0.09, 0.09, 0.05, -0.09, 0.05, 0.09, 0.06, -0.10, 0.06, 0.09, 0.09, -0.09, 0.06, 0.09, 0.08, -0.09, 0.10, 0.05, 0.06, -0.07, 0.08, 0.07, 0.10, -0.08, 0.10, 0.06, 0.07, -0.11, 0.09, 0.10, 0.03, -0.10, 0.05, 0.09, 0.07, -0.09, 0.08, 0.07, 0.10, -0.11, -0.40, 0.00, 0.24, 0.02, -0.55, -0.04, -0.05, -0.03, 0.07, 0.10, 0.11, 0.08, 0.11, 0.10, 0.11, 0.10, 0.08, -0.01, -0.01, 0.00, 0.02, -0.04, -0.02, 0.13, 0.13, 0.12, 0.08, 0.12]
}